1.
{"formula": "CH4INOS", "method": "ωB97M-V/def2-TZVPD", "symbols": ["I", "S", "O", "N", "C", "H", "H", "H", "H"], "xyz": [[3.7777, -0.3641, -0.6306], [3.3652, 1.7619, 0.2582], [1.2336, 1.0721, 1.3645], [0.6783, 0.0310, 0.8961], [-0.7191, 0.0687, 0.1317], [-0.8895, -0.8699, -0.3590], [-1.4939, 0.3446, 0.8181], [-0.7071, 0.9252, -0.4779], [1.0932, -0.9838, 0.9472]], "atomic_forces_ev_per_a": [[-0.33, 0.24, 0.17], [-0.94, -0.43, 0.20], [0.06, -2.04, -1.12], [-1.31, -1.06, -0.70], [2.60, 0.57, 1.82], [0.10, -0.27, -0.22], [-0.32, -0.49, 0.94], [0.45, 0.76, -1.47], [-0.32, 2.72, 0.38]], "molar_mass_da": 205.020, "energy_ev": -23571.13265, "homo_lumo_gap_ev": [6.35, 6.35], "e_homo_ev": [-8.0101, -8.0091]}



2.
{"formula": "CH4INP2", "method": "ωB97M-V/def2-TZVPD", "symbols": ["I", "P", "P", "N", "C", "H", "H", "H", "H"], "xyz": [[-3.9577, 0.0371, -0.1164], [0.0138, -0.5656, 0.9381], [-1.9149, 1.3861, -0.2663], [-0.5322, 0.5029, -0.0982], [1.8129, -0.7310, 0.4231], [2.4263, -0.2782, 1.1748], [2.3080, -1.6160, 0.1555], [-1.9913, 1.4355, -1.6493], [1.8350, -0.1709, -0.5613]], "atomic_forces_ev_per_a": [[-0.03, -0.31, 0.14], [0.07, -0.03, -0.87], [-0.06, 0.90, 0.58], [0.68, -1.20, 0.63], [-1.29, 2.18, -1.76], [0.39, 0.64, 0.42], [-0.08, -1.98, 0.13], [0.12, -0.16, -0.56], [0.21, -0.05, 1.29]], "molar_mass_da": 218.902, "energy_ev": -29269.69414, "smiles": "C/P=N/PI", "homo_lumo_gap_ev": 7.67, "e_homo_ev": -8.6500}



3.
{"formula": "CH4INP2", "method": "ωB97M-V/def2-TZVPD", "symbols": ["I", "P", "P", "N", "C", "H", "H", "H", "H"], "xyz": [[-2.1554, 4.7675, 0.9120], [-0.6210, 0.6535, 1.3294], [-0.3464, 3.3517, -0.0725], [-0.5113, 1.7577, 0.2210], [-0.1922, -0.8594, 0.3458], [-0.9891, 3.2886, -1.3208], [-0.8821, -0.9495, -0.4939], [-0.2938, -1.7333, 0.9883], [0.8258, -0.7965, -0.0312]], "atomic_forces_ev_per_a": [[0.05, -0.26, 0.11], [-0.14, 0.19, -0.84], [0.16, 0.48, -0.44], [0.05, -0.86, 0.88], [-0.19, 0.15, 0.47], [-0.11, 0.29, -0.12], [0.02, 0.06, 0.00], [0.05, -0.09, -0.03], [0.09, 0.04, -0.04]], "molar_mass_da": 218.902, "energy_ev": -29269.94661, "smiles": "C/P=N/PI", "homo_lumo_gap_ev": 7.69, "e_homo_ev": -8.7139}



4.
{"formula": "CH4IOP", "method": "ωB97M-V/def2-TZVPD", "symbols": ["I", "P", "O", "C", "H", "H", "H", "H"], "xyz": [[3.1738, 0.0132, 0.1745], [1.4141, -1.1436, 1.4073], [-0.2855, 0.9202, -0.6496], [-0.9832, 0.5996, 0.4387], [0.5893, 1.2168, -0.3000], [1.2054, -1.7254, 0.1861], [-1.8809, 0.0526, 0.2453], [-0.7661, 1.1300, 1.3284]], "atomic_forces_ev_per_a": [[0.10, 0.42, 0.19], [-0.07, 0.57, 0.51], [0.99, 0.53, 0.16], [0.75, -0.79, -0.24], [-0.55, -0.05, -0.87], [-0.69, -0.86, -0.67], [-0.35, -0.15, 0.14], [-0.18, 0.32, 0.79]], "molar_mass_da": 189.920, "energy_ev": -20535.89967, "homo_lumo_gap_ev": [6.35, 8.10], "e_homo_ev": [-7.6333, -8.1720]}



5.
{"formula": "CH4IOP", "method": "ωB97M-V/def2-TZVPD", "symbols": ["I", "P", "O", "C", "H", "H", "H", "H"], "xyz": [[0.9293, -2.0638, 0.3556], [2.2673, -0.6035, -0.9693], [-1.7413, 0.7328, -0.7259], [-2.2257, 0.8321, 0.3386], [-3.1511, 1.3525, 0.4369], [-1.7628, 0.4613, 1.2464], [2.1743, 0.4609, -0.0228], [3.5101, -1.1722, -0.6595]], "atomic_forces_ev_per_a": [[-0.45, -0.63, 0.44], [-0.43, 0.71, -0.77], [1.38, -0.47, -2.27], [-0.39, 0.28, 1.27], [-1.29, 0.56, 0.45], [0.35, -0.38, 0.54], [0.59, -0.29, -0.15], [0.25, 0.22, 0.49]], "molar_mass_da": 189.920, "energy_ev": -20537.56807, "smiles": "C=O.PI", "homo_lumo_gap_ev": 9.13, "e_homo_ev": -8.9850}



6.
{"formula": "CH4IOP", "method": "ωB97M-V/def2-TZVPD", "symbols": ["I", "P", "O", "C", "H", "H", "H", "H"], "xyz": [[2.8449, -0.3627, -0.0039], [1.8057, 1.8552, -0.0782], [-0.2488, -1.4588, 0.2620], [-0.9820, -0.3983, -0.2972], [-1.6935, 0.0740, 0.3311], [2.3017, 1.8972, 1.2728], [-1.1955, -0.4857, -1.3624], [0.0785, -2.0324, -0.4363]], "atomic_forces_ev_per_a": [[0.03, 0.25, -0.43], [0.71, -0.77, 0.83], [-1.26, 1.21, -0.13], [1.02, -1.87, -0.70], [-0.25, 0.24, 0.72], [-0.40, 0.65, -0.40], [0.09, 0.13, 0.23], [0.06, 0.14, -0.12]], "molar_mass_da": 189.920, "multiplicity": 3, "s2": 2.008, "energy_ev": -20535.44129, "homo_lumo_gap_ev": [7.38, 7.81], "e_homo_ev": [-7.5182, -9.3996]}



7.
{"formula": "CH4IOPS", "method": "ωB97M-V/def2-TZVPD", "symbols": ["I", "S", "P", "O", "C", "H", "H", "H", "H"], "xyz": [[-4.6280, 0.4340, -0.0387], [1.7993, 2.1966, -0.2055], [-2.4699, -0.4986, -0.7375], [3.1945, 2.8269, -1.0116], [-2.3123, -1.6345, 0.4822], [-1.4612, -2.2624, 0.4198], [3.4947, 2.1077, -1.6048], [-2.9866, -1.7638, 1.2563], [2.6619, 1.2576, 0.5124]], "atomic_forces_ev_per_a": [[0.05, 0.20, -0.20], [3.06, -1.26, 0.49], [-0.32, -0.69, 1.04], [-0.88, -0.72, -0.07], [0.65, 1.44, -2.36], [0.79, -0.60, 0.11], [-0.30, 0.65, 0.29], [-1.15, -0.34, 1.40], [-1.89, 1.31, -0.71]], "molar_mass_da": 221.987, "energy_ev": -31372.10650, "smiles": "C=PI.OS", "homo_lumo_gap_ev": 8.99, "e_homo_ev": -9.2674}



8.
{"formula": "CH4IOPS", "method": "ωB97M-V/def2-TZVPD", "symbols": ["I", "S", "P", "O", "C", "H", "H", "H", "H"], "xyz": [[0.6337, -1.0153, 2.4493], [2.1299, 0.3569, -1.3100], [0.3130, -1.4006, 0.0783], [1.4371, 1.8156, -0.8960], [-1.2599, -0.5159, -0.0779], [-1.4242, 0.5181, 0.2284], [1.9216, 2.1752, -0.0950], [-1.9383, -1.1877, 0.6659], [-1.8129, -0.7462, -1.0431]], "atomic_forces_ev_per_a": [[0.25, 0.18, -0.05], [-1.92, -1.04, 1.51], [1.42, 1.17, -1.23], [1.01, 0.44, 1.17], [-3.02, -2.04, 0.58], [0.47, -0.07, -0.09], [-0.81, -0.68, -1.33], [1.45, 1.53, -1.30], [1.15, 0.51, 0.74]], "molar_mass_da": 221.987, "energy_ev": -31372.21613, "homo_lumo_gap_ev": [7.08, 7.17], "e_homo_ev": [-8.3938, -8.4706]}



9.
{"formula": "CH4IPS", "method": "ωB97M-V/def2-TZVPD", "symbols": ["I", "S", "P", "C", "H", "H", "H", "H"], "xyz": [[2.6648, -0.6436, 0.0449], [-1.1737, 1.0635, 0.2355], [1.8273, 1.5974, -0.0619], [-1.2612, -0.7679, 0.2712], [1.8030, 1.9123, -1.4509], [-1.2850, -1.0278, -0.7843], [-0.4183, -0.9335, 0.9829], [-2.1569, -1.2004, 0.7625]], "atomic_forces_ev_per_a": [[-0.03, -0.01, -0.34], [0.65, 0.21, 0.02], [-1.43, 0.28, 0.63], [-0.01, 1.16, 0.76], [0.01, -0.61, -0.04], [0.77, -0.85, 0.37], [-0.25, -0.94, -1.24], [0.30, 0.75, -0.16]], "molar_mass_da": 205.988, "energy_ev": -29324.43782, "homo_lumo_gap_ev": [7.29, 6.88], "e_homo_ev": [-8.9105, -8.5503]}



10.
{"formula": "CH4InN2O", "method": "ωB97M-V/def2-TZVPD", "symbols": ["In", "O", "N", "N", "C", "H", "H", "H", "H"], "xyz": [[-2.9524, 0.1085, -6.1443], [-0.1184, -0.7130, -0.6984], [-0.2424, 0.9301, 0.7921], [0.9256, -0.8742, 1.1970], [0.1717, -0.2011, 0.3461], [-0.7711, 1.5992, 0.2510], [1.5019, -0.3539, 1.8429], [0.0949, 1.1170, 1.7256], [1.3903, -1.6126, 0.6881]], "atomic_forces_ev_per_a": [[-0.18, -0.01, -0.39], [0.49, -0.59, -3.17], [-0.88, 2.14, 1.60], [2.08, -1.13, 0.63], [-2.68, -0.73, -0.18], [-0.44, 0.65, -0.26], [0.94, 0.18, 0.70], [0.08, 1.40, 0.50], [0.58, -1.92, 0.56]], "molar_mass_da": 174.874, "energy_ev": -11263.60713, "total_charge": 3, "homo_lumo_gap_ev": 2.02, "e_homo_ev": -22.4614}



11.
{"formula": "CH4N2", "method": "ωB97M-V/def2-TZVPD", "symbols": ["N", "N", "C", "H", "H", "H", "H"], "xyz": [[0.2703, -0.8045, -0.6327], [0.9969, 0.3792, -0.0552], [-0.3784, 0.1395, 0.2153], [0.9530, 1.0335, -0.7724], [-1.2088, 0.8509, -0.1932], [0.6256, -1.6074, -0.0354], [-0.5788, -0.2721, 1.1736]], "atomic_forces_ev_per_a": [[1.00, -0.86, -0.01], [-0.09, -1.23, 1.28], [-2.05, 0.70, 0.06], [0.57, 1.38, -1.84], [1.64, -1.53, 0.47], [-0.70, 1.26, -0.95], [-0.38, 0.28, 0.99]], "molar_mass_da": 44.057, "energy_ev": -4079.62690, "smiles": "C1NN1", "homo_lumo_gap_ev": 11.41, "e_homo_ev": -10.1736}



12.
{"formula": "CH4N2O", "method": "ωB97M-V/def2-TZVPD", "symbols": ["O", "N", "N", "C", "H", "H", "H", "H"], "xyz": [[-1.1103, -0.5289, -1.2123], [-0.5375, -0.4998, -0.1738], [-0.5718, -1.1270, 0.8421], [0.7428, 0.8512, -0.0170], [0.1177, 1.7583, -0.1958], [-1.3520, -1.8336, 0.9767], [1.1816, 0.5096, -0.9345], [1.5296, 0.8703, 0.7147]], "atomic_forces_ev_per_a": [[-1.23, -0.04, -1.83], [3.47, 4.01, 0.42], [-1.00, -2.67, 4.31], [-2.48, -1.28, -2.53], [0.63, -0.86, 0.46], [0.85, 0.81, -1.24], [0.36, 0.42, -0.64], [-0.59, -0.39, 1.06]], "molar_mass_da": 60.056, "energy_ev": -6125.32041, "homo_lumo_gap_ev": 10.87, "e_homo_ev": -10.0309}